Density functional theory data (wB97M-V/def2-TZVPD) for a structure of composition C34H50ClNOP2Sn.

Output
HOMO level in hartree: -0.22642
HOMO-LUMO gap in eV: 6.544
Total charge: 0
Energy relative to the best compared isomer or geometry (same formula, charge and spin) in kJ/mol: 227.1
LUMO energy in eV: 0.4
Calculated total energy in Eh: -2812.69736

Last column: Löwdin charge in e.
Positions of all 90 atoms, in Å:
C -2.393 -0.712 -3.045  -0.49
C 1.504 -3.962 2.935  -0.09
H -3.719 -1.779 -1.702  0.05
C 0.405 0.671 4.083  -0.13
C 1.937 -3.021 -3.913  -0.29
C 5.558 -0.635 3.820  -0.05
C 0.014 0.790 -4.626  -0.12
H -3.411 -0.103 -1.209  0.05
H -4.486 -0.454 -2.575  0.08
C -0.771 -4.454 -1.663  -0.04
H 2.116 -4.925 -4.902  0.08
H -0.028 1.073 5.002  0.08
H 2.935 -1.185 3.982  0.10
H 4.260 -0.113 -0.640  0.12
C -0.011 -0.793 3.906  -0.53
C 3.217 -0.953 2.963  -0.06
C -2.980 -4.058 -0.845  -0.07
C -3.801 1.107 1.455  -0.15
C 2.639 -0.705 0.623  -0.35
C 0.437 -3.229 2.128  -0.51
H -4.314 -5.739 -0.878  0.10
H -0.311 -2.219 -0.325  -0.01
H 1.156 2.700 -3.211  0.08
C -2.381 -6.224 -1.664  -0.69
H -1.096 -4.757 2.137  0.09
C -2.495 -1.879 -4.023  -0.09
C -1.296 -2.176 -0.786  -0.28
H 1.362 -3.846 4.008  0.06
C -1.699 -3.559 -1.112  -0.30
H 2.502 -3.607 2.677  0.07
C 2.260 -0.981 1.954  -0.31
H 0.638 2.300 -1.590  0.00
H -1.104 -0.817 3.832  0.10
C -0.981 -3.713 2.431  -0.11
H -3.398 0.241 1.978  0.08
H 1.461 -5.028 2.700  0.08
Cl -2.792 -7.887 -1.979  0.63
C 1.986 -3.871 -5.157  -0.05
H 5.364 0.181 4.520  0.08
O -2.710 1.702 0.755  -0.25
H -1.989 -1.724 -0.063  0.04
C 2.946 -3.059 -2.959  -0.05
C 3.972 -0.370 0.371  -0.02
H 2.816 -3.584 -5.807  0.08
H 6.567 -0.514 3.429  0.07
C 0.882 1.863 -2.562  -0.17
H -3.719 -3.415 -0.380  0.11
H 1.450 -1.678 5.277  0.06
H -0.052 -1.144 6.019  0.08
H 1.763 1.224 -2.451  0.07
C 4.546 -0.644 2.704  -0.27
H -3.038 2.409 0.190  0.08
H 3.809 -3.698 -3.110  0.11
Sn -0.044 0.521 0.231  1.10
C -3.572 -0.765 -2.064  -0.11
N 1.649 -0.721 -0.368  -0.19
H -1.210 -3.631 3.496  0.07
H 5.930 -0.077 1.167  0.11
H 1.061 -3.771 -5.724  0.07
H 5.520 -1.568 4.386  0.08
C 2.874 -2.298 -1.806  -0.02
C 4.904 -0.342 1.394  -0.03
H 0.642 -3.422 1.069  0.10
C -1.101 -5.768 -1.941  -0.10
H -4.585 0.773 0.770  0.08
C 0.843 -2.210 -3.647  -0.07
H 0.033 -2.193 -4.359  0.09
C -0.291 1.084 -3.159  -0.53
H -1.176 1.735 -3.114  0.09
H 0.237 -4.106 -1.868  0.10
H -2.481 0.217 -3.611  0.08
C 0.741 -1.434 -2.497  -0.29
H -0.026 -2.632 5.088  0.05
H 0.894 0.153 -4.710  0.07
H -3.513 -1.911 -4.421  0.08
H -2.293 -2.831 -3.530  0.07
H -1.826 -1.769 -4.875  0.05
H -0.818 0.294 -5.132  0.06
C -3.324 -5.374 -1.115  -0.11
H -0.364 -6.449 -2.347  0.10
H 3.663 -2.397 -1.075  0.10
H -4.233 1.795 2.184  0.08
P -0.782 -0.515 -2.076  0.89
C 1.789 -1.443 -1.547  -0.31
P 0.490 -1.361 2.195  0.99
H -1.716 -3.132 1.871  0.06
H 1.489 0.764 4.148  0.07
H 0.225 1.719 -5.168  0.07
C 0.373 -1.620 5.133  -0.11
H 0.062 1.288 3.252  0.03

Force components x, y, z for each atom (eV/Å):
C -0.0653 0.0985 0.2253
C 0.0166 0.0717 -0.0638
H -0.0520 0.0654 0.0335
C -0.0864 -0.0099 -0.0582
C -0.0630 -0.1007 -0.0488
C -0.0646 0.0178 -0.0441
C -0.1718 0.0354 0.0649
H -0.0754 -0.0117 0.0035
H -0.0125 -0.0177 -0.0147
C 0.0540 0.0370 0.0146
H -0.0047 -0.0101 -0.0408
H -0.0003 -0.0284 0.0115
H -0.0171 -0.0024 -0.0060
H 0.0270 -0.0249 -0.0160
C 0.0764 -0.0123 -0.1500
C 0.0570 0.0543 -0.0426
C 0.0464 -0.0346 0.0019
C 0.0177 0.1002 -0.0893
C 0.1105 -0.1250 0.0783
C -0.0638 0.2493 -0.0725
H 0.0096 -0.0317 -0.0306
H -0.0073 0.0434 0.0301
H 0.0497 -0.0056 0.0031
C -0.0076 0.0716 0.0061
H 0.0115 -0.0069 0.0235
C 0.0499 0.0076 0.0464
C 0.0083 0.1025 0.1243
H 0.0215 -0.0381 0.0074
C -0.0049 -0.0486 0.0098
H 0.0217 -0.0220 0.0314
C -0.0702 0.0385 -0.0931
H 0.0747 0.0315 0.0181
H 0.0022 -0.0064 -0.0093
C -0.0057 0.0600 -0.0428
H -0.0318 -0.0041 0.0050
H -0.0258 -0.0064 0.0203
Cl -0.0249 -0.0561 -0.0248
C 0.0585 0.0716 0.0845
H 0.0318 -0.0004 0.0014
O -0.1983 -0.0624 0.0343
H -0.0278 -0.0410 -0.0491
C -0.0552 0.0548 -0.0378
C -0.0886 0.0487 -0.0014
H -0.0121 -0.0088 -0.0142
H 0.0136 0.0010 0.0321
C -0.0826 -0.1317 -0.0597
H 0.0229 -0.0031 0.0106
H 0.0005 -0.0274 0.0173
H 0.0219 0.0080 0.0111
H 0.0153 0.0403 0.0284
C 0.0463 -0.0274 0.1066
H -0.0085 -0.0250 0.0405
H -0.0140 -0.0288 0.0126
Sn 0.3207 0.0572 -0.3577
C 0.1088 0.0893 -0.0689
N -0.0267 0.2858 -0.0163
H -0.0080 -0.0132 -0.0008
H 0.0020 -0.0061 0.0133
H 0.0127 -0.0270 -0.0338
H 0.0333 0.0072 0.0081
C 0.0383 0.0238 0.1234
C -0.0546 -0.0292 -0.0354
H -0.0352 0.0361 -0.0155
C 0.0042 -0.0528 0.0328
H 0.0177 -0.0484 0.0218
C 0.0986 0.0700 0.0686
H -0.0178 -0.0391 -0.0477
C 0.1183 -0.1265 0.2701
H -0.0152 -0.0279 0.0634
H -0.0149 -0.0275 0.0216
H 0.0200 -0.0341 -0.0238
C 0.0275 0.0058 0.0283
H 0.0397 -0.0045 0.0017
H 0.0324 -0.0039 -0.0496
H -0.0194 -0.0419 0.0354
H 0.0026 0.0147 -0.0582
H 0.0055 -0.0145 -0.0077
H 0.0440 -0.0191 -0.0286
C -0.0282 -0.0038 -0.0033
H -0.0124 0.0119 -0.0318
H 0.0451 0.0612 0.0215
H 0.0226 -0.0207 0.0132
P -0.0845 0.1367 -0.4841
C -0.1977 -0.1721 -0.0122
P 0.0719 -0.4260 0.4676
H -0.0218 -0.0503 0.0093
H -0.0064 0.0349 0.0042
H -0.0309 -0.0111 -0.0245
C -0.0595 -0.0144 -0.0459
H 0.0441 0.0305 0.0124